Computed, not measured: C26H41NO8PPdS2 as an isolated structure, with ωB97M-V with the def2-TZVPD basis set.

The geometry in XYZ format:
```
80
Properties=species:S:1:pos:R:3
Pd 1.027 0.945 -0.789
O 1.238 4.986 -2.614
S 0.798 3.761 -1.987
O -0.172 2.981 -2.724
O 0.474 3.889 -0.570
C 2.342 2.759 -1.884
C 3.300 3.384 -1.066
C 4.512 2.801 -0.793
C 4.819 1.551 -1.329
C 3.915 0.916 -2.143
C 2.670 1.506 -2.445
S 1.627 0.548 -3.574
O 2.390 -0.642 -3.912
O 1.207 1.353 -4.674
O 0.512 0.156 -2.626
H 3.038 4.340 -0.633
H 5.214 3.307 -0.143
H 5.765 1.073 -1.105
H 4.138 -0.045 -2.580
O 2.687 3.048 2.337
C 2.274 2.193 1.621
N 1.891 1.264 0.977
C -2.739 2.359 3.374
C -1.604 1.472 3.920
C -0.660 1.019 2.799
C -1.477 0.712 1.539
C -2.045 2.039 0.977
C -2.286 3.062 2.098
P -0.589 -0.218 0.233
C -1.788 -0.674 -1.083
C -2.340 0.484 -1.925
C -2.772 -0.081 -3.284
C -3.388 -1.487 -3.144
C -4.021 -1.657 -1.765
C -2.950 -1.593 -0.660
C -0.003 -1.832 0.887
C -0.991 -2.578 1.827
C -0.451 -2.700 3.250
C 0.868 -3.480 3.280
C 1.754 -3.141 2.063
C 1.411 -1.772 1.489
H -3.057 3.078 4.131
H -3.618 1.746 3.143
H -2.021 0.602 4.436
H -1.022 2.028 4.659
H -0.065 0.166 3.124
H 0.048 1.811 2.565
H -2.309 0.060 1.838
H -2.987 1.837 0.467
H -1.354 2.470 0.246
H -3.030 3.788 1.766
H -1.369 3.624 2.287
H -1.128 -1.238 -1.750
H -1.619 1.287 -2.069
H -3.207 0.913 -1.417
H -1.904 -0.112 -3.945
H -3.493 0.603 -3.739
H -2.615 -2.252 -3.274
H -4.125 -1.663 -3.930
H -4.568 -2.599 -1.693
H -4.755 -0.860 -1.614
H -2.570 -2.599 -0.462
H -3.411 -1.237 0.267
H 0.100 -2.409 -0.041
H -1.153 -3.585 1.429
H -1.973 -2.106 1.846
H -1.192 -3.183 3.890
H -0.300 -1.699 3.662
H 0.658 -4.553 3.298
H 1.399 -3.252 4.208
H 1.614 -3.887 1.274
H 2.809 -3.182 2.339
H 2.111 -1.489 0.706
H 1.487 -1.002 2.260
C 3.440 -3.091 -2.194
O 2.369 -2.373 -1.612
H 3.091 -3.992 -2.710
H 4.118 -3.393 -1.394
H 3.988 -2.479 -2.914
H 2.018 -1.786 -2.301
```

Energy relative to the best compared isomer or geometry (same formula, charge and spin): 66.3 kJ/mol
2S+1: 1
Calculated total energy: -79940.604 eV
Charge: -1